No. 1
Computed, not measured: a structure of composition C20H31O5PtS, with ωB97M-V/def2-TZVPD.

E_HOMO (alpha / beta) ... -10.74 / -11.91 eV
E ... -45548.4243 eV
Energy above the lowest of the compared OMol25 structures with the same formula, charge and spin ... 0.000 eV
HOMO-LUMO gap (alpha / beta) ... 8.538 / 5.927 eV
2S+1 ... 5
Total charge ... +1
Strongest force on any atom ... 2.82 eV/Å
LUMO level (alpha / beta) ... -2.206 / -5.983 eV

XYZ file:
```
58
Properties=species:S:1:pos:R:3:forces:R:3:mulliken_spin:R:1
O 3.02924 2.48926 -2.03042 1.3 0.7 -1.3 -0.0001
C 3.51388 1.94971 -3.30962 -0.8 -0.8 -0.2 0.0000
C 4.62911 2.95993 -3.45336 -0.2 -0.1 0.4 0.0000
H 2.73420 2.04594 -4.08183 0.2 -0.3 0.3 0.0000
H 3.86337 0.90980 -3.20660 -0.4 0.2 0.0 -0.0001
C 4.05603 3.52369 -2.14013 0.8 1.0 -0.2 -0.0001
H 4.54758 3.62323 -4.31510 0.1 -0.1 0.1 0.0000
H 5.62772 2.53592 -3.34703 -0.1 0.1 -0.2 0.0000
C 3.47946 4.91169 -2.33329 0.1 0.0 0.1 0.0000
H 2.85468 4.96828 -3.22828 -0.2 -0.1 0.3 0.0000
H 4.30677 5.60384 -2.50118 0.0 0.0 0.1 0.0000
H 2.94790 5.23489 -1.43591 -0.2 0.0 -0.2 0.0000
C 5.06496 3.50091 -1.01147 -0.2 0.0 0.0 0.0000
H 5.52814 2.51598 -0.91004 -0.2 0.0 0.1 0.0000
H 4.59027 3.81761 -0.08145 0.1 -0.2 0.1 0.0000
H 5.85939 4.21210 -1.24651 0.0 0.0 0.0 0.0000
Pt -1.88613 -1.47639 1.80465 0.8 0.7 -2.6 0.9748
C -1.42975 -2.97747 3.57563 0.8 -0.4 0.2 0.3003
C -1.80779 -3.74753 2.43792 1.1 -0.9 -0.3 0.2824
C -0.89129 -3.44048 1.35885 0.9 -1.0 1.3 0.2129
H -2.54975 -4.54262 2.42633 0.0 0.6 -0.2 0.0142
C 0.13219 -2.55668 1.89034 -0.6 -0.7 0.9 0.2534
C -0.25821 -2.20390 3.23682 0.7 -1.2 -0.2 0.1867
H 0.29233 -1.53464 3.88845 -0.1 -0.2 -0.1 0.0012
H -1.93452 -3.00813 4.53898 0.2 0.1 -0.3 0.0017
H -0.84919 -3.92404 0.39018 -0.3 0.2 0.1 0.0092
H 1.04380 -2.27724 1.37605 -0.3 0.3 0.0 0.0294
C -3.60676 -0.72780 3.26942 -0.3 0.8 -0.3 0.2612
C -2.35985 -0.20134 3.74482 -0.5 1.2 0.0 0.2904
C -1.78135 0.61154 2.70802 -0.8 0.2 0.2 0.2020
H -1.94755 -0.34940 4.73807 0.0 0.0 -0.3 0.0082
C -2.68747 0.59144 1.57247 -0.9 0.2 1.2 0.2433
C -3.81677 -0.24267 1.93095 0.1 1.6 1.0 0.2595
H -4.72098 -0.35279 1.34630 0.3 -0.3 0.1 0.0459
H -4.30224 -1.35368 3.81629 0.2 0.0 -0.2 -0.0052
H -0.86297 1.18690 2.76119 -0.2 -0.2 0.0 0.0019
H -2.58419 1.15859 0.65415 0.1 -0.3 0.1 0.0211
O -0.46915 -0.18749 -0.14585 -0.7 -0.7 0.3 0.1385
C 0.68310 0.56894 0.21867 0.1 0.1 0.5 -0.0020
C 1.67585 0.36590 -0.90075 0.4 -0.4 0.1 0.0078
H 1.08064 0.21998 1.18999 -0.2 0.1 -0.3 -0.0085
H 0.36443 1.61823 0.35843 0.2 -0.3 -0.2 0.0028
C 0.80930 -0.06877 -2.09902 -0.3 0.9 0.4 0.0028
H 2.38126 -0.44163 -0.64624 -0.2 0.2 0.0 0.0021
H 2.23682 1.28537 -1.03426 0.0 -0.4 -0.2 -0.0015
C -0.24649 -0.89058 -1.38874 -0.4 -0.5 -0.1 0.0007
H 1.34800 -0.58244 -2.90153 -0.1 0.0 0.3 0.0018
H 0.30606 0.82295 -2.50439 0.3 -0.2 -0.1 -0.0002
H 0.10803 -1.92546 -1.20108 -0.2 0.4 0.1 -0.0025
H -1.23758 -0.93570 -1.86447 0.5 -0.1 0.0 0.0054
C -5.33834 -2.72690 -0.77119 0.2 -0.2 -0.1 0.0126
S -3.95273 -3.14414 0.27357 -0.2 0.2 -0.1 0.0265
O -4.43388 -3.08862 1.66182 0.3 0.0 -1.2 0.0086
O -3.37086 -4.39700 -0.16627 -0.3 0.7 0.3 0.0064
O -2.97484 -1.96154 -0.00088 -1.1 -1.2 -0.2 0.2038
H -6.22032 -3.22457 -0.35574 0.2 0.1 -0.1 0.0011
H -5.11204 -3.10062 -1.77287 -0.1 0.1 0.1 0.0007
H -5.46154 -1.64036 -0.78286 0.0 -0.3 0.1 -0.0011
```
Forces are in eV/Å.

***

No. 2
Computed, not measured: a structure of composition C20H32Al2BrCl4FN2O9P, with ωB97M-V/def2-TZVPD.

E_HOMO ... -9.17 eV
E ... -187961.3762 eV
Energy above the lowest of the compared OMol25 structures with the same formula, charge and spin ... 5.123 eV
HOMO-LUMO gap ... 0.870 eV
Total charge ... +1
Strongest force on any atom ... 5.68 eV/Å
LUMO level ... -8.301 eV

XYZ file:
```
72
Properties=species:S:1:pos:R:3:forces:R:3:lowdin_charge:R:1
O 5.76488 -2.02514 3.22192 -1.7 1.9 0.0 -0.5745
P 6.17182 -2.69371 1.62860 1.4 -0.3 -1.6 1.0934
C 6.39890 -4.58834 1.70300 0.0 -1.4 2.0 -0.3706
O 5.28081 -5.31746 2.35633 -2.7 2.6 -1.1 -0.2002
C 4.03094 -4.70004 1.88355 -2.2 0.9 -1.3 -0.1900
C 3.74198 -4.80202 0.24158 -3.1 2.2 2.4 0.0136
C 2.39471 -4.09892 -0.38823 1.6 0.0 4.5 -0.0559
C 1.36767 -3.32160 0.63056 2.7 -1.3 0.9 -0.0618
C 1.62193 -3.20929 2.27770 3.4 -3.2 -3.3 -0.1595
C 2.99517 -3.90762 2.92476 -0.9 0.1 -4.3 -0.0067
H 5.50170 -1.06838 2.98526 1.6 -1.7 -1.1 -0.1026
H 5.00998 -2.31680 0.81334 0.6 -0.7 1.1 -0.0279
H 7.35761 -4.82492 2.37005 -2.2 0.6 -1.6 0.1425
H 6.58988 -5.05945 0.63368 0.3 1.6 1.3 0.1031
H 4.52437 -5.35001 -0.43995 -1.7 1.2 1.6 0.1125
H 2.25050 -4.16607 -1.56267 0.1 0.2 2.9 0.0952
H 0.41710 -2.80825 0.12330 2.3 -1.3 1.5 0.0926
H 0.82857 -2.64242 2.94608 2.1 -3.3 -1.6 -0.0847
H 3.20150 -3.80438 4.08468 -0.4 -0.6 -2.7 0.0846
C -0.38291 0.32475 3.74256 -0.4 0.7 0.0 -1.9369
Cl -0.47533 -0.01361 5.48936 0.1 0.0 -0.4 0.5363
Cl 0.58104 -0.94218 2.94240 -0.8 2.7 0.6 0.6098
Cl -2.02594 0.34485 3.05376 0.6 -0.1 0.1 0.5905
Cl 0.38863 1.90988 3.48466 -0.1 -0.3 0.1 0.5338
C 6.01258 0.09912 -1.98914 -2.2 -0.2 -0.2 -0.2430
C 4.76365 -0.72572 -1.85595 -0.5 -0.8 0.7 -0.5415
O 4.61636 -1.54594 -0.95324 0.1 0.8 -0.9 0.0025
N 3.77474 -0.54155 -2.77768 0.5 -0.5 0.2 0.0158
C 3.76150 0.36588 -3.90019 -0.8 -0.2 0.0 -0.1408
H 6.70850 -0.15764 -1.18437 -0.1 -0.5 -0.3 -0.1993
H 6.49881 -0.11017 -2.94541 0.8 1.1 1.3 -0.1660
H 5.76939 1.16176 -1.90868 0.3 -0.1 -0.3 0.1001
H 2.96494 -1.13124 -2.62393 0.0 0.1 -0.1 0.1570
H 2.90806 1.03802 -3.78241 0.3 0.2 -0.3 0.1145
H 3.63179 -0.22393 -4.81095 -0.1 0.3 -0.2 0.0665
H 4.67838 0.95176 -3.97400 -0.1 0.2 0.2 0.0522
C -2.57489 3.02352 0.56309 -1.0 -0.1 -0.3 -0.9431
O -3.74877 2.82710 0.28907 -0.2 0.0 0.0 0.2770
O -1.63064 2.31023 0.20494 0.9 -0.6 -0.3 0.2850
O -2.14947 3.96594 1.24093 0.4 0.8 0.6 0.3239
Al 6.25123 -0.88113 -4.41832 0.0 -1.3 -1.8 1.1234
F 8.05123 -4.54699 0.18412 0.2 0.3 -0.7 -0.5060
Al 4.45123 -0.83984 4.56269 -0.3 -0.7 0.7 1.0291
C -6.09282 2.41462 -4.63094 0.4 0.1 -0.7 -0.0984
O -5.80540 3.70412 -5.16166 0.1 -0.3 0.7 -0.1653
C -5.52622 4.66233 -4.13559 0.1 0.1 -0.5 -0.1806
C -4.02235 4.92901 -4.01949 -0.2 -0.3 0.4 -0.1864
O -3.32870 3.77957 -3.52612 -0.1 0.0 -0.4 -0.1987
C -2.65235 3.07271 -4.55926 0.0 0.0 0.2 -0.1105
H -6.10013 1.69861 -5.45619 0.0 0.2 0.1 0.0934
H -5.33678 2.09949 -3.90473 -0.1 0.1 0.1 0.0941
H -7.07896 2.41918 -4.16022 -0.3 -0.2 0.3 0.0836
H -5.94417 4.34070 -3.17359 0.2 0.0 -0.1 0.1294
H -6.02649 5.59222 -4.42498 0.1 0.0 0.0 0.1279
H -3.86345 5.73340 -3.29438 -0.1 0.0 0.0 0.1253
H -3.60560 5.25598 -4.98038 -0.1 -0.1 0.1 0.1272
H -1.77920 3.64654 -4.88763 0.0 0.0 -0.1 0.0862
H -3.30821 2.87338 -5.41150 0.0 0.1 0.0 0.0865
H -2.30952 2.11738 -4.15409 -0.1 0.1 0.1 0.0862
Br 8.02104 0.81432 -0.28417 1.7 0.8 1.6 0.0217
O -8.56223 0.42317 -4.59074 1.0 -0.8 1.2 -0.0635
H -8.99569 1.00548 -5.18760 -0.9 1.1 -1.1 -0.0470
N -4.67203 -0.19192 6.69647 0.0 -0.1 0.0 -0.0042
C -5.86330 -0.04749 7.35872 -0.1 0.1 0.0 -0.1381
C -6.72050 0.65774 6.54383 0.0 -0.2 0.4 -0.1097
C -6.02359 0.94358 5.34556 0.3 0.0 -0.2 -0.1100
C -4.76217 0.40479 5.46582 0.0 0.1 -0.1 -0.1564
H -3.85466 -0.66551 7.05875 -0.4 0.2 -0.1 0.1418
H -5.99816 -0.45642 8.35109 0.0 0.1 -0.2 0.1072
H -7.73825 0.93522 6.78576 0.2 -0.1 0.0 0.0945
H -6.40144 1.48368 4.48707 0.1 -0.1 0.1 0.0925
H -3.92281 0.39611 4.78336 -0.3 0.0 0.2 0.0276
```
Forces are in eV/Å.

***

No. 3
Computed, not measured: a cluster of 7 separate species, C20H32Br2N7OPS in total, with ωB97M-V/def2-TZVPD.

E_HOMO ... -9.34 eV
E ... -193939.3653 eV
HOMO-LUMO gap ... 8.956 eV
Total charge ... 0
Strongest force on any atom ... 7.28 eV/Å
LUMO level ... -0.382 eV
SMILES ... C/C(Br)=C(\Br)[PH2](CCCCO)N=C=S.CC#N.CC#N.CC#N.CC#N.CC#N.CC#N

XYZ file:
```
64
Properties=species:S:1:pos:R:3:forces:R:3:nbo_charge:R:1
C -0.40726 -2.50490 -0.19631 -1.2 0.2 2.0 -0.6701
C -0.96722 -1.00253 0.03531 0.1 0.2 -3.3 -0.1079
Br -1.25267 -0.44393 1.89453 0.2 -0.4 -1.1 0.0452
C -1.23166 -0.10514 -1.02412 0.8 -3.2 2.5 -0.4293
Br -0.78714 -0.83590 -2.85287 -0.5 1.0 1.6 0.0385
P -1.88164 1.65722 -0.96751 -0.4 -0.7 -2.2 1.0788
C -3.33443 1.31528 -2.17767 -1.3 -0.1 -0.2 -0.6836
C -4.76924 1.77091 -1.53539 0.1 -1.3 0.2 -0.4202
C -5.52159 0.40935 -1.04874 0.3 0.1 0.9 -0.4322
C -6.57670 0.69337 0.14695 0.0 -0.2 -0.7 -0.0666
O -5.95731 1.32101 1.29740 0.0 -0.5 -0.5 -0.7365
N -2.31946 3.44687 -0.98858 0.1 2.0 7.0 -0.7474
C -2.40862 3.78141 0.26330 -2.3 1.4 -3.6 0.1887
S -2.99732 4.38354 1.71250 1.9 -1.7 -3.0 0.0124
H 0.72645 -2.54769 -0.27406 -1.6 0.2 -0.2 0.2444
H -0.68647 -3.07580 0.77123 0.6 0.8 -1.5 0.2335
H -0.95942 -3.04820 -1.03848 1.1 1.1 1.0 0.2565
H -2.25237 1.64853 0.39970 0.4 -0.9 -0.4 0.0084
H -0.57925 2.09266 -1.45254 -0.8 -0.3 0.3 -0.0091
H -3.46632 0.19463 -2.38827 0.7 1.7 0.3 0.2445
H -3.17777 1.83901 -3.18850 0.1 -0.6 1.7 0.2596
H -5.37214 2.30686 -2.34374 0.8 -0.6 1.3 0.2226
H -4.65698 2.40191 -0.59485 -0.1 -0.5 -1.5 0.2390
H -4.73212 -0.31241 -0.60084 -1.1 1.2 -0.7 0.1917
H -5.99941 -0.16175 -1.91839 0.5 0.9 1.2 0.2163
H -7.36745 1.43613 -0.24937 1.1 -1.3 0.8 0.1835
H -7.05890 -0.28110 0.51147 0.4 1.3 -0.9 0.1751
H -5.59297 0.65087 1.91048 -0.4 0.4 -0.8 0.4724
C 1.39885 1.87345 -4.95055 0.9 0.2 0.1 -0.7188
C 2.85451 2.14123 -4.71388 2.4 0.5 0.4 0.2832
N 4.00045 2.35133 -4.52642 -3.6 -0.7 -0.5 -0.3355
H 1.00023 1.25868 -4.14242 0.1 0.0 -0.1 0.2567
H 0.84891 2.81529 -4.98702 0.1 -0.1 0.0 0.2540
H 1.26675 1.34718 -5.89713 0.1 0.0 0.1 0.2573
C -0.13706 -3.94940 4.55299 0.4 -0.3 -0.7 -0.7145
C 0.54610 -4.45995 3.32028 1.1 -0.9 -2.1 0.2942
N 1.08381 -4.86187 2.34973 -1.7 1.3 3.1 -0.3457
H -1.16942 -3.68230 4.32158 0.1 0.0 0.0 0.2555
H -0.13293 -4.71897 5.32642 0.0 0.0 -0.1 0.2561
H 0.38379 -3.06649 4.92666 0.0 -0.1 -0.1 0.2561
C 3.82912 -3.19851 -1.46079 -0.8 0.1 -0.4 -0.7193
C 2.52237 -3.08331 -2.18837 -2.2 0.1 -1.3 0.2986
N 1.49255 -2.99220 -2.76040 3.5 -0.4 1.8 -0.3654
H 3.69884 -2.91204 -0.41550 0.0 0.0 -0.1 0.2584
H 4.18913 -4.22732 -1.50566 -0.1 0.1 0.0 0.2669
H 4.56923 -2.54155 -1.92071 -0.1 -0.1 0.0 0.2596
C 2.28000 0.41961 -0.87050 0.4 0.1 0.8 -0.7141
C 2.94000 0.61281 0.46029 1.1 0.3 2.2 0.3069
N 3.45996 0.76503 1.50858 -1.6 -0.5 -3.2 -0.3704
H 1.30743 -0.05674 -0.73646 0.1 0.0 0.0 0.2614
H 2.13975 1.38547 -1.35940 0.1 0.0 0.1 0.2544
H 2.90203 -0.21344 -1.50540 0.0 0.1 0.1 0.2585
C 5.83963 -1.73151 3.36764 0.4 -0.4 -0.7 -0.7153
C 6.49421 -2.45221 2.22794 1.1 -1.2 -1.9 0.2957
N 7.00958 -3.01965 1.33063 -1.7 1.8 2.8 -0.3514
H 5.87495 -0.65464 3.19519 0.0 -0.1 -0.1 0.2658
H 4.79787 -2.04393 3.45407 0.1 0.0 -0.1 0.2541
H 6.35864 -1.96043 4.29975 0.0 0.0 -0.1 0.2514
C 1.32448 3.62484 2.15743 0.0 0.6 0.7 -0.7211
C 1.32033 4.64114 3.25913 -0.1 1.7 1.8 0.2912
N 1.31716 5.44108 4.12642 0.0 -2.5 -2.7 -0.3391
H 2.11676 2.89387 2.32881 -0.1 0.1 0.0 0.2690
H 0.36351 3.10789 2.12573 0.0 0.1 0.1 0.2486
H 1.49588 4.11731 1.19872 0.0 0.0 0.1 0.2488
```
Forces are in eV/Å.